Entry 1:
The following is a DFT calculation (ωB97M-V/def2-TZVPD) of a single C26H28N2O4S2 molecule.

Summary:
SMILES ... CCN(CC)C(=O)c1sc(NC(=O)[C@H](Sc2ccccc2)c2ccccc2)c(C(=O)OC)c1C
E_tot ... -2214.4695 hartree
LUMO ... 0.017 Ha
HOMO ... -8.1 eV

CARTESIAN COORDINATES (ANGSTROEM)
C -4.616 0.118 2.385
C -1.925 -2.688 -1.089
H -2.587 4.312 -1.941
H 5.641 0.451 2.174
H -2.657 -4.278 0.141
C -4.823 0.730 0.076
C -3.355 -1.231 0.724
C -1.811 -3.884 -0.401
C 0.193 1.850 -0.547
C -5.651 1.781 0.432
H 7.608 0.465 0.646
H 5.886 -1.149 1.434
C -0.290 0.779 0.182
C -4.301 -0.111 1.050
C 2.134 1.082 0.474
C 3.819 -1.171 -0.090
H 4.647 -1.439 -0.755
S 0.932 -0.031 1.077
H 6.339 1.563 0.094
H -2.569 3.079 -3.217
O -1.939 2.437 -1.352
H -2.265 0.806 -0.335
H 6.572 0.004 -0.709
C 0.347 -2.858 -1.813
C 0.471 -4.049 -1.119
C 3.534 1.050 0.977
H -4.604 0.545 -0.966
C -5.957 2.006 1.762
H 2.542 -2.168 1.346
C 1.603 2.030 -0.350
H -3.793 2.988 -1.911
C -1.915 -0.797 0.928
H 3.389 3.162 -0.549
H -5.676 1.340 3.778
H 2.482 2.936 -2.063
C 5.617 -0.109 1.237
C -0.854 -2.172 -1.801
H 2.982 -0.838 -0.708
H -3.547 -2.102 1.356
H -6.602 2.826 2.039
H 1.897 4.069 -0.861
C -2.770 3.258 -2.159
H -0.965 -1.241 -2.337
H 1.186 -2.457 -2.363
C 3.404 -2.395 0.724
C 2.398 3.113 -0.992
H -4.209 -0.532 3.146
N 4.252 -0.071 0.742
O -1.120 -1.396 1.623
O 3.997 2.004 1.579
S -3.462 -1.774 -1.039
H 1.408 -4.586 -1.131
H -6.062 2.422 -0.333
C -0.605 -4.561 -0.415
C 6.598 0.519 0.250
H 3.142 -3.208 0.053
O -0.179 3.592 -2.121
H -0.508 -5.490 0.126
C -0.604 2.715 -1.412
H 4.216 -2.725 1.367
N -1.577 0.309 0.221
C -5.438 1.171 2.738


Entry 2:
The following is a DFT calculation (ωB97M-V/def2-TZVPD) of C26H28N2S2SiTl as an isolated structure.

Summary:
Total charge ... +1
E_tot ... -2375.0142 hartree
LUMO (spin up / spin down) ... -0.192 / -0.172 Ha
HOMO (spin up / spin down) ... -10.9 / -10.8 eV

CARTESIAN COORDINATES (ANGSTROEM)
C -1.941 -4.818 2.721
H 1.951 1.000 0.854
N 1.321 -2.980 2.159
H -1.025 6.401 2.526
H 1.217 5.626 3.282
H -1.465 -4.952 -1.766
H 1.994 0.416 -2.712
H -1.342 2.893 0.041
C -1.935 -1.119 -0.767
S 1.999 -2.992 4.652
H 3.840 -2.212 1.537
C 1.246 3.910 1.966
H -1.418 -2.362 -2.574
C 1.211 2.279 -1.907
H -1.922 -1.856 0.040
H -2.347 4.942 1.001
H -2.042 -4.963 3.790
H -1.653 -0.047 -3.928
H -0.245 2.824 -5.523
N -0.963 -4.101 0.736
H -0.185 -4.153 4.893
H -2.266 1.904 -2.175
S -3.066 -5.417 1.551
C 3.533 -1.907 2.544
H -2.393 0.789 0.299
C -1.781 -0.175 -2.857
C 0.500 -3.684 4.205
Tl 1.008 -2.833 -0.850
H 2.183 -0.489 -0.754
C -2.097 0.857 -1.931
H -3.027 -4.092 -1.487
C -0.873 -4.143 2.138
C -1.327 4.671 1.245
H 2.202 3.545 2.339
H 0.408 -0.236 -0.622
C 1.417 1.325 -2.921
C 0.874 1.511 -4.203
H 2.847 3.097 -0.094
C 0.641 3.512 -2.292
C 0.131 3.719 -3.579
C -2.177 0.274 -0.635
C 0.617 3.251 0.889
C -2.022 -4.728 0.288
C 0.206 2.696 -4.532
H 3.400 -0.818 2.584
C 2.281 -2.597 2.952
H -0.330 4.678 -3.840
H 0.601 4.342 -1.581
C -0.734 3.537 0.662
C 0.669 5.059 2.531
C 1.244 -0.885 -0.322
C 0.268 -3.597 2.842
H 0.973 0.722 -4.953
H -2.923 -5.863 -1.242
C -1.668 -1.393 -2.143
Si 1.769 2.112 -0.107
H 1.280 -0.855 0.784
H 4.315 -2.185 3.260
C -2.375 -4.913 -1.147
C -0.605 5.473 2.132


Entry 3:
The following is a DFT calculation (ωB97M-V/def2-TZVPD) of an isolated ion of composition C26H28N3O6 and charge -1.

Summary:
SMILES ... CCOC(=O)[C@](C)(/N=C/c1ccccc1)[C@H](c1ccc(OC)cc1)c1c([O-])n(C)c(=O)n(C)c1=O
Total charge ... -1
E_tot ... -1623.3343 hartree
LUMO ... 0.093 Ha
HOMO ... -3.8 eV

CARTESIAN COORDINATES (ANGSTROEM)
C 0.897 -0.832 1.521
H 0.013 -2.703 1.129
O 2.187 -1.111 -1.134
O 1.484 -3.252 -1.301
H 5.406 -0.644 -1.964
C -2.306 1.972 -3.507
H -2.225 -2.491 -0.496
H 4.489 0.140 -0.663
H -0.880 -3.696 -0.581
H 2.601 2.888 3.208
C 1.265 -2.102 -0.968
C -1.193 1.367 -2.870
O 2.313 -2.821 1.609
H -2.296 -0.349 -2.111
C -1.274 0.081 -2.118
O -5.529 -0.172 2.454
H 3.873 -2.296 -0.839
C 3.526 -1.562 -1.584
C 4.406 -0.338 -1.644
C 3.345 0.581 2.006
H -3.056 3.626 -4.679
C 2.163 -1.590 1.733
C -3.664 -1.602 2.773
C -3.455 0.263 1.210
O 4.387 1.241 1.900
C -1.604 -1.279 1.541
N -0.330 -0.470 -1.422
H 1.105 3.000 2.250
H -4.313 -2.142 3.460
H -3.858 1.108 0.651
H -6.163 0.826 0.727
H 2.711 3.081 1.456
O -0.147 1.130 2.508
N 3.307 -0.837 2.086
H -7.133 1.039 2.224
H 0.874 1.678 -2.337
C 2.123 2.634 2.258
C -2.192 3.192 -4.176
C -1.205 -2.695 -0.920
N 2.090 1.201 2.080
C -6.120 0.972 1.812
C 0.126 3.315 -3.537
H -0.888 4.837 -4.736
C -0.169 -1.586 -0.596
C -0.970 3.877 -4.206
H 5.338 -0.731 2.396
H 4.013 0.389 -2.367
C -2.356 -1.977 2.511
C -4.230 -0.472 2.139
C 0.841 0.518 2.082
H 4.591 -2.302 2.824
C 4.607 -1.484 2.108
H 1.068 3.858 -3.546
H -3.274 1.475 -3.472
C -2.138 -0.124 1.013
C -0.202 -1.609 1.022
H -1.288 -2.709 -2.050
H 3.451 -2.064 -2.560
H -1.517 0.480 0.357
H -1.946 -2.830 3.049
C 0.015 2.085 -2.872
H -5.558 1.890 2.042
H 4.863 -1.874 1.116


Entry 4:
The following is a DFT calculation (ωB97M-V/def2-TZVPD) of C26H28N7OS2Tc as an isolated structure.

Summary:
<S²> ... 0.94
Total charge ... +1
E_tot ... -2343.0575 hartree
LUMO (spin up / spin down) ... -0.113 / -0.111 Ha
HOMO (spin up / spin down) ... -10.1 / -9.8 eV
Spin multiplicity ... 2

CARTESIAN COORDINATES (ANGSTROEM)
C -1.880 -0.502 2.705
C 2.827 -1.826 3.223
H -1.263 2.564 -0.007
C 1.873 1.270 -0.105
O -0.135 0.545 -1.231
H 1.908 1.492 -3.268
C 2.908 -2.374 1.945
C 2.545 0.601 -3.187
H -2.880 2.809 -5.091
H 0.294 2.925 -2.261
C -4.175 0.015 3.473
H 2.063 -0.665 -1.014
C -2.356 -0.916 -2.574
C -0.870 1.129 -2.247
H -3.579 -5.238 -1.997
H 4.890 1.592 -1.030
S -2.151 0.064 1.153
C 0.532 -1.279 2.721
H 3.668 -1.844 3.897
C -0.211 2.466 0.218
S -0.900 -3.917 -0.008
H 4.827 1.820 -2.777
N -2.581 -2.975 -1.863
C 1.767 3.223 1.325
C -2.635 1.078 -3.876
H -3.147 -1.283 -3.226
C -2.314 2.344 -4.303
Tc -0.677 -1.571 -0.135
C 0.517 1.437 -0.376
C 1.615 -1.297 3.607
C -2.299 -0.935 4.834
C 4.223 1.732 -1.878
N -2.854 -5.163 -1.303
N -2.834 -0.461 3.671
H 2.265 3.937 1.963
H -4.683 -0.587 2.717
C 2.473 2.175 0.768
H 3.201 0.579 -4.057
C 2.699 0.193 -0.774
H -4.721 -0.047 4.412
C -2.218 -3.992 -1.161
H 3.794 -2.888 1.613
N -1.935 -1.788 -1.694
C -1.930 0.422 -2.849
H -0.152 4.179 1.482
H -3.458 0.558 -4.339
H 3.668 2.670 -1.738
H -4.159 1.050 3.130
C 1.838 -2.228 1.100
C -0.532 2.398 -2.710
C -1.012 -1.256 4.601
H -2.864 -1.011 5.739
H 3.477 -0.128 -0.072
H 1.498 -0.887 4.595
H -2.511 -5.984 -0.840
H 1.899 -2.622 0.094
N -0.725 -0.983 3.269
C 0.415 3.367 1.056
N 0.663 -1.640 1.421
C -1.243 3.008 -3.724
H 1.910 -0.282 -3.218
N 3.368 0.576 -2.000
H 3.521 2.059 0.995
H -0.302 -1.699 5.264
H -0.958 3.993 -4.059


Entry 5:
The following is a DFT calculation (ωB97M-V/def2-TZVPD) of C26H29AsBCsN11S4 as an isolated structure.

Summary:
<S²> ... 0.76
Total charge ... -2
E_tot ... -5484.2573 hartree
LUMO (spin up / spin down) ... 0.140 / 0.118 Ha
HOMO (spin up / spin down) ... -1.8 / -1.6 eV
Spin multiplicity ... 2

CARTESIAN COORDINATES (ANGSTROEM)
N 1.548 0.719 0.739
H 3.793 -2.578 0.834
C -3.176 0.630 2.438
C -5.609 2.378 0.251
C -3.004 0.686 3.830
H 2.264 -4.799 1.169
H 0.491 -0.770 -5.157
C -1.899 0.065 4.376
C 1.562 -0.648 -4.990
H -6.293 2.688 1.029
B 2.390 -0.268 -0.081
H 2.543 2.178 -1.390
Cs -1.287 -1.315 -2.297
H 7.424 -0.103 2.718
C -3.819 1.574 -1.617
N 0.618 1.489 0.168
C 2.060 1.307 -3.378
N -3.603 1.236 -0.359
H 6.018 0.509 3.602
S -6.168 -1.454 -5.005
H -1.858 2.714 0.458
H -1.209 3.831 1.684
C -0.562 -4.244 0.397
C 6.360 -0.246 2.898
C -1.291 -0.621 2.183
N 3.877 -0.129 0.330
N 1.966 -1.715 0.200
N 1.953 -0.764 -2.539
N 0.710 -2.147 0.051
H 4.847 0.133 -1.534
H 2.044 2.129 -4.071
C -0.970 3.240 0.801
H 7.101 0.125 0.009
N -2.337 -0.022 1.651
H -0.641 3.901 -0.001
S -2.934 -0.234 -4.732
H -1.721 0.113 5.443
H 1.938 0.014 -5.771
H 6.211 -1.222 3.360
C 1.961 -3.831 0.815
C 2.313 1.347 -2.028
H 2.329 0.469 2.680
C -5.814 2.743 -1.065
N 4.268 -0.244 1.602
C 6.078 0.021 0.319
N 2.240 0.091 -1.552
N -4.252 1.287 1.884
H 2.038 -1.623 -5.078
H -3.715 1.216 4.453
C 2.746 -2.711 0.654
H -6.662 3.357 -1.334
C -4.908 2.325 -2.029
H 0.485 2.399 3.307
C -1.015 -0.605 3.544
C -4.482 1.607 0.557
C 1.838 -0.052 -3.651
H -0.336 -5.247 0.757
As -4.220 -1.879 -4.263
C 0.680 -3.421 0.413
S -3.428 -3.645 -5.174
H -4.911 1.674 2.542
C 1.619 0.978 2.059
C 5.590 -0.153 1.622
H -3.074 1.238 -2.328
H -5.033 2.573 -3.070
C 0.094 2.247 1.114
H -0.129 -1.081 3.932
H -1.329 -3.797 1.030
H -0.972 -4.319 -0.611
C 0.701 1.962 2.348
S -4.334 -2.207 -2.155
H -0.648 -1.125 1.477
C 4.947 0.028 -0.471


Entry 6:
The following is a DFT calculation (ωB97M-V/def2-TZVPD) of C26H29BrMnN4O5S as an isolated structure.

Summary:
<S²> ... 8.77
E_tot ... -5726.5286 hartree
LUMO (spin up / spin down) ... -0.027 / -0.033 Ha
HOMO (spin up / spin down) ... -6.9 / -7.8 eV
Spin multiplicity ... 6

CARTESIAN COORDINATES (ANGSTROEM)
C -14.701 -1.930 6.103
H -17.006 -7.025 8.442
O -16.397 -4.732 11.417
S -14.112 -3.082 5.045
H -14.701 -3.793 8.699
O -13.813 -4.494 2.630
H -20.356 -0.460 10.581
C -17.908 -1.510 8.484
Mn -16.128 -4.191 4.889
C -18.084 -2.926 6.469
H -13.165 -5.804 0.536
H -17.076 -3.429 9.994
H -21.721 -1.547 8.895
C -14.899 -5.062 2.378
O -15.859 -6.899 6.055
H -14.642 -8.382 5.236
H -14.179 -6.685 7.321
H -17.813 -0.234 10.192
H -15.437 -6.869 9.361
C -19.672 -6.347 4.532
N -15.916 -1.962 6.687
C -15.191 -7.138 7.298
C -15.210 -5.763 1.079
C -20.114 -2.136 7.660
C -19.850 -0.850 9.699
C -18.692 -2.200 7.570
H -20.108 -4.842 7.524
H -17.424 -5.380 1.129
H -15.253 -7.132 4.069
C -15.768 -7.422 -0.976
C -16.819 -6.888 -0.284
C -18.742 -5.453 3.984
C -20.677 -1.474 8.735
C -16.561 -5.923 0.719
N -16.769 -2.828 6.123
H -17.628 -5.192 13.048
H -16.828 -1.531 8.287
H -15.538 -2.919 10.834
H -18.322 -5.545 2.955
H -12.949 -0.787 5.982
H -17.065 -3.473 12.956
H -14.576 -5.160 9.741
C -14.442 -7.001 -0.782
N -18.289 -4.362 4.634
H -14.036 -0.283 7.165
C -15.483 -7.747 4.961
H -21.079 -6.591 6.186
H -15.036 -8.206 7.540
H -20.037 -7.212 3.961
C -17.399 -4.351 12.339
C -18.782 -4.043 5.879
H -17.828 -7.256 -0.469
H -20.864 -2.572 6.941
C -14.160 -6.200 0.289
H -16.335 -8.432 4.766
C -18.461 -0.715 9.467
O -16.128 -5.180 8.371
C -15.317 -4.477 9.306
Br -16.169 -8.806 -2.122
C -20.208 -6.043 5.797
O -15.847 -5.250 3.248
C -19.747 -4.919 6.475
N -13.845 -0.931 6.414
C -16.004 -6.582 8.414
C -16.102 -3.763 10.440
H -13.589 -7.393 -1.392
H -18.344 -4.095 11.817


Entry 7:
The following is a DFT calculation (ωB97M-V/def2-TZVPD) of C26H29BrN6O4Ti as an isolated structure.

Summary:
Total charge ... +2
E_tot ... -5060.7608 hartree
LUMO ... -0.263 Ha
HOMO ... -12.7 eV

CARTESIAN COORDINATES (ANGSTROEM)
C 1.880 2.144 -0.181
C -1.024 -4.291 -0.606
H 2.807 -2.025 -0.444
H -0.961 4.244 -1.587
H 5.484 3.412 0.237
C 4.169 1.717 0.413
H 2.813 -5.892 1.261
H 1.297 5.275 -1.323
H -1.157 -4.783 -1.572
C -0.667 1.214 3.280
C 1.111 4.250 -1.028
H -1.839 -2.592 0.441
H 2.776 5.344 1.861
C 6.048 6.215 1.581
O -0.589 -2.019 3.898
H -1.223 2.098 2.967
H 3.873 -4.354 -0.257
C 1.197 -5.345 -0.052
C 4.466 3.066 0.119
H 6.748 6.574 0.838
O -1.251 0.033 1.224
H -3.178 -1.131 2.714
C -1.314 -0.042 2.720
C -0.337 2.355 -0.803
C 4.751 5.895 1.200
Br 6.001 5.465 5.646
N 0.421 -1.813 -0.807
C 2.886 1.277 0.274
H -1.314 1.901 -0.928
C 2.165 3.479 -0.507
C -0.431 -1.261 2.999
H -0.676 1.173 4.369
H 7.446 6.279 3.206
H 3.453 5.135 4.230
H -1.391 -0.979 -1.464
N 0.417 -4.136 -0.361
C 2.237 -5.007 1.001
C 3.161 -3.935 0.454
C -0.921 -1.963 -1.401
C 3.807 5.514 2.147
N 4.408 6.097 -0.166
C -1.735 -2.952 -0.586
C 5.495 5.649 3.841
C -2.744 -0.233 3.153
H -1.983 0.575 0.898
Ti 0.679 -0.405 0.508
H 0.499 -6.099 0.303
O 0.575 -1.343 2.103
H 3.718 -3.449 1.254
H -2.771 -0.346 4.236
N 0.635 1.588 -0.319
H -0.804 -2.309 -2.431
H 4.951 1.048 0.747
H 1.736 -4.657 1.906
C -0.135 3.682 -1.177
N 3.797 5.245 -0.814
H -2.736 -3.066 -1.001
H -3.346 0.640 2.892
C 4.179 5.401 3.475
N 2.364 -2.907 -0.233
C 3.498 3.938 -0.310
C 6.432 6.059 2.901
H 0.374 1.311 2.959
H -1.417 -4.955 0.162
O 2.449 0.002 0.502
C 1.057 -2.986 -0.474
H 1.663 -5.719 -0.967


Q: Among the records above, which one has the highest E_tot?
A: C26H28N3O6


Q: E_tot of number 2 (C26H28N2S2SiTl)?
A: -2375.0142 hartree


Q: Which value of E_tot does entry 1 give?
A: -2214.4695 hartree


Q: Which of these has the highest E_tot?
A: C26H28N3O6